Record 1
55
Properties=species:S:1:pos:R:3 method="wB97M-V/def2-TZVPD" e_lumo_ev=2.6 charge=-1 multiplicity=1 de_lowest_ev=0.000 homo_energy_ev=-5.07 gap_ha=0.2817
N 2.50137 -0.27092 0.80708
H -5.85933 3.04272 0.03561
H 2.72126 2.49431 -1.36477
C -2.60407 2.65374 -0.79227
F -0.37451 -0.62292 2.13842
C 4.61122 -0.05014 1.54098
Sn -0.11290 -0.20606 -0.08891
F 0.48502 1.35684 2.99899
C 2.63022 4.48733 -0.45592
C 1.44826 4.98227 0.37600
F -1.64239 1.29039 2.16982
H -1.08067 -3.42208 0.76319
B 2.72788 -1.75983 -1.18390
C -5.54427 -0.98320 0.77085
H 3.05701 5.24345 -1.11478
N -2.43784 1.37210 -0.59486
H -0.28929 3.74813 0.95746
C -5.78373 0.33855 0.54980
C -3.83141 3.30675 -0.57570
H 5.46518 0.24388 2.12750
O 0.91181 2.85798 -0.44412
C 0.77264 3.66622 0.72725
H -3.91680 4.37148 -0.74922
H 2.10101 -1.00827 -1.90307
B -0.68604 0.60968 2.92502
H 3.41854 4.12579 0.20743
Cl -7.38226 0.98312 0.84730
C 4.59520 -0.85585 0.41951
H -1.72983 3.20179 -1.12952
H 5.38980 -1.35044 -0.11503
H 1.74788 5.55294 1.25491
H 1.26349 3.17953 1.57575
C -4.90005 2.57560 -0.14251
C 1.86224 -4.12411 -0.44979
N 3.32646 -0.96170 -0.00391
H 0.50941 -5.65148 0.41157
O -2.02390 -1.26515 -0.11165
H 1.64541 3.62750 -2.20529
H -6.33287 -1.62987 1.13039
H 2.76356 -4.60862 -0.78667
H 0.78185 5.60120 -0.23051
H 3.61037 -2.34832 -1.76465
N 0.52387 -2.42618 -0.11618
C 2.01671 3.31626 -1.22331
C -3.47534 0.63054 -0.14871
C -4.75267 1.19193 0.08863
Cl -4.03078 -3.21834 0.86315
H 2.80141 0.85690 2.52963
F -1.14500 0.21585 4.15630
N 1.72069 -2.80456 -0.60821
C 0.72098 -4.62867 0.15238
C 3.26184 0.26965 1.75254
C -4.26936 -1.52753 0.54668
C -0.09273 -3.51192 0.34103
C -3.19765 -0.76958 0.09180

***

Record 2
51
Properties=species:S:1:pos:R:3 method="wB97M-V/def2-TZVPD" e_lumo_ev=0.0 multiplicity=1 de_lowest_ev=0.000 homo_energy_ev=-8.63 gap_ha=0.3161 smiles="COC(=O)Oc1ccc(/C=N/NC(=O)CN(c2ccccc2Cl)S(C)(=O)=O)cc1OC"
C -3.68664 1.51418 3.88807
C -2.74144 1.08990 1.72109
O -1.13479 0.52133 -3.84109
H -4.46655 1.90978 4.51896
C 0.41802 -1.90892 -4.98560
H 1.03849 -0.08753 3.02387
S 1.43462 -1.89701 -3.49238
C -0.99689 0.44450 -2.64090
C -1.55698 0.36383 3.70324
C -3.75855 1.61951 2.51143
H 2.57896 0.41445 -0.59929
H -0.06273 -1.09031 -1.49641
C 0.50441 -0.81026 3.64842
C -2.81997 1.18368 0.27973
O -2.54062 0.82551 5.86669
C 4.24753 1.44292 -1.44286
H -4.60570 2.10512 2.05235
O -2.18445 -0.24268 7.71331
C 3.16622 0.79797 -3.89618
H -0.19131 -1.01230 -4.97987
H 0.49677 0.55532 -1.12362
H -1.86186 -1.15009 9.47923
H 0.11630 -1.62088 3.02605
C -2.08849 -1.44927 8.45944
C -2.60548 0.89148 4.48170
C 4.36247 1.49180 -3.83332
C -1.64599 0.46626 2.32475
H -3.03136 -1.99826 8.42085
H 1.07108 -1.93617 -5.84690
Cl 2.48793 0.43148 -5.42455
H -0.19885 -2.79674 -4.93288
H 1.18583 -1.21905 4.39228
H 4.85667 1.77611 -4.74881
H 4.66786 1.68698 -0.47904
H -2.82793 1.25787 -2.21845
N 1.30799 -0.33135 -2.85100
O -2.59604 -1.43616 5.85095
C -2.44046 -0.39479 6.41647
H -0.88118 0.06799 1.67994
C 2.49430 0.40454 -2.73802
O 0.81390 -2.77550 -2.53870
N -1.97779 0.87252 -1.79641
O -0.52652 -0.18908 4.38200
N -1.86773 0.78051 -0.46365
O 2.80800 -2.12719 -3.81757
H -3.73496 1.61540 -0.14155
C 4.90235 1.81979 -2.60284
H -1.29498 -2.08258 8.05852
C 0.22008 -0.12386 -1.93092
H 5.83230 2.36416 -2.55234
C 3.06240 0.73429 -1.51000

***

Record 3
50
Properties=species:S:1:pos:R:3 method="wB97M-V/def2-TZVPD" e_lumo_ev=0.0 multiplicity=1 homo_energy_ev=-8.17 gap_ha=0.3008 smiles="CN1CCc2nc(C(=O)N[C@@H]3C[C@H]3NS(=O)(=O)c3cc4cc(Cl)ccc4[nH]3)sc2C1"
C 1.71741 1.86204 2.14086
C -0.86363 1.65271 -2.75360
C -3.21492 0.25996 -5.92351
C 0.39830 0.72469 -1.14266
C 0.29001 -2.67030 2.24436
Cl -4.14076 -3.62198 2.07556
H 0.11350 -0.83181 5.00335
N -0.07014 1.82383 -1.61993
C 1.75685 -1.62902 3.78317
H 3.01950 3.46728 2.92867
H -3.07137 2.77340 -5.01029
C -2.43302 -3.16617 2.18095
H -1.84894 -1.13085 -4.31383
S 3.10925 -0.63504 4.58960
C -1.81370 -2.40452 3.28466
N 1.21514 1.79766 0.77004
C 3.03809 2.65226 2.18667
O 1.77953 -0.33517 0.35673
O 4.40960 -1.14852 4.12979
C -1.34956 -0.22301 -4.31683
H -2.57280 -2.02098 4.02714
C 2.97942 1.20403 2.66036
H -2.68954 -0.42645 -6.58602
C -0.39535 -2.17169 3.31072
N 2.80758 1.02667 4.08044
N -2.37377 0.74397 -4.84356
H 3.50598 2.83681 1.24928
C 0.44791 -1.43442 4.19834
H 0.41751 -3.92216 0.46991
H -4.01961 -0.28977 -5.33190
C -2.11362 2.19424 -4.71755
H -1.35593 2.46550 -5.48576
H -3.70992 1.11381 -6.34251
H -2.25997 3.20755 -2.82617
C -0.83464 0.36509 -3.11321
H 3.62296 0.47937 2.02974
C -0.28943 -3.48725 1.18972
H 0.81361 2.65928 0.29309
H -0.52385 -0.36562 -5.06633
H 2.32039 -2.53317 1.78522
S 0.07863 -0.75504 -2.01270
C -1.66802 -3.77099 1.22346
H 0.93467 2.24926 2.77262
C 1.25500 0.65398 -0.00199
H -2.16092 -4.23695 0.38874
H 3.43415 1.63572 4.60543
C -1.49283 2.73197 -3.47016
O 2.86527 -0.57193 6.02477
N 1.59828 -2.23084 2.53285
H -0.66233 3.43260 -3.63770

***

Record 4
57
Properties=species:S:1:pos:R:3 method="wB97M-V/def2-TZVPD" e_lumo_ev=-0.8 multiplicity=1 de_lowest_ev=2.225 homo_energy_ev=-8.37 gap_ha=0.2776
O -3.49678 -1.41112 -2.88197
C -1.79771 0.61685 1.06277
S 1.14101 -2.38632 -2.38451
H 3.54127 -0.76646 0.76814
C 0.28551 -3.83192 -2.13812
C 3.27822 2.94965 -0.58128
N -0.51890 0.45140 1.29440
H 4.13930 3.53971 -0.29845
O 0.05863 -1.89232 0.95467
Y -1.09606 -0.93160 -1.88084
C 1.38291 2.58831 -2.02624
C -1.25844 -5.30643 -1.62854
C -0.02135 5.50955 3.11678
C 2.58936 -1.25978 0.57488
O -0.07940 0.77823 -1.63241
C 0.98772 1.45688 -1.29187
H -1.99317 2.18476 4.35352
Cl -2.68966 -1.33148 -4.07637
O -1.74056 -2.42037 -4.00798
C 2.95340 1.81416 0.12223
C 0.90811 2.90460 2.92082
H -2.68301 -5.62104 -0.08552
C -2.55011 -5.84294 -1.14572
H 2.68753 -1.82280 -0.35338
H 3.55849 1.50973 0.96892
N -0.94525 -3.96626 -1.60680
H -1.64235 -2.45159 0.75865
O -1.90266 -0.11206 -3.95608
C 1.31470 5.27209 2.82515
H 1.26437 1.88513 2.84084
H -0.39025 6.52448 3.19186
H 0.76603 2.86381 -2.87192
C -1.37013 1.99331 3.48013
S -2.58767 1.73841 2.13154
H -3.38060 -5.39886 -1.69712
C 2.48635 3.32815 -1.66700
C 1.77552 3.96901 2.72229
C 1.54027 -0.21551 0.43171
N -1.69051 -2.91306 -1.10959
H 1.52843 -5.35551 -2.86051
N 0.29923 -0.46381 0.75582
H 1.99221 6.10381 2.68053
S -2.83840 0.00784 -0.14793
C 1.82000 1.06141 -0.20263
N 0.67069 -5.08656 -2.41408
H -2.66670 -3.16802 -1.21090
H -1.93137 4.62892 3.53948
N -0.27938 -6.00320 -2.12175
H 2.81523 3.78215 2.48482
H 2.74091 4.21402 -2.23467
O -1.15139 -2.11927 1.55680
H 2.35016 -1.95914 1.37305
O -3.45759 -1.35188 -5.25056
C -0.42767 3.13422 3.22760
H -2.55949 -6.91906 -1.29297
C -0.88640 4.44621 3.31521
H -0.84262 1.05159 3.60510

***

Record 5
51
Properties=species:S:1:pos:R:3 method="wB97M-V/def2-TZVPD" e_lumo_ev=-1.7 multiplicity=1 homo_energy_ev=-7.68 gap_ha=0.2191
C 2.45850 0.31002 -1.87851
C -2.97571 -0.06892 -4.87551
O -0.68735 1.62303 -3.55425
N -0.64172 -0.13805 -2.03163
H -0.26982 -2.32167 1.59917
H 5.03991 2.92917 1.96731
H 6.42985 0.91904 2.66968
H 2.77922 2.52390 0.99683
N 2.88875 0.46610 1.30113
H -1.37282 -0.35860 3.70374
H -2.75020 0.69038 1.86153
F 2.95246 -0.87203 -1.39773
S -1.55651 -1.27778 -1.40804
H -1.98828 -1.87915 1.71347
H -2.76356 2.98604 2.94356
C 0.55008 1.05146 1.68971
C -1.05650 -1.97845 2.28402
C 5.44269 0.78585 2.22506
H 0.34367 -0.69696 3.32729
C -1.92590 2.29634 3.07993
O -2.39856 -0.80309 -0.32902
C -1.86876 1.34245 1.90477
H -2.73384 0.78124 -5.50967
O 0.89607 2.13217 2.16576
C 4.69583 1.90315 1.82991
C -0.67336 -0.64738 2.90325
C 3.62033 -0.63163 1.59617
H -2.06713 1.76757 4.02794
C -4.29821 -2.04916 -4.32273
C 3.42790 1.70322 1.29800
C 4.91822 -0.48852 2.05147
S 1.31939 1.17713 -0.71812
F 3.52971 1.13570 -2.11160
H -4.58460 -0.84255 -6.08442
O -0.82486 -2.50761 -1.20185
H 5.45898 -1.40695 2.29066
C -2.23816 -0.26115 -3.70262
H 3.08475 -1.57652 1.50056
F 1.82385 0.06141 -3.05092
N -0.67330 0.43761 1.89225
H 1.22290 -0.77089 0.76645
C -4.00010 -0.97186 -5.17916
H -0.99422 2.86714 3.10156
C -1.11433 0.54627 -3.12314
H -1.19120 -2.71672 3.08322
H -1.82509 1.90631 0.96068
C -3.55861 -2.23326 -3.15188
C -2.54376 -1.32687 -2.88031
C 1.51236 0.28126 0.79661
H -5.09469 -2.75081 -4.57197
H -3.72425 -3.04741 -2.44862

***

What did the fourth record say?
57
Properties=species:S:1:pos:R:3 method="wB97M-V/def2-TZVPD" e_lumo_ev=-0.8 multiplicity=1 de_lowest_ev=2.225 homo_energy_ev=-8.37 gap_ha=0.2776
O -3.49678 -1.41112 -2.88197
C -1.79771 0.61685 1.06277
S 1.14101 -2.38632 -2.38451
H 3.54127 -0.76646 0.76814
C 0.28551 -3.83192 -2.13812
C 3.27822 2.94965 -0.58128
N -0.51890 0.45140 1.29440
H 4.13930 3.53971 -0.29845
O 0.05863 -1.89232 0.95467
Y -1.09606 -0.93160 -1.88084
C 1.38291 2.58831 -2.02624
C -1.25844 -5.30643 -1.62854
C -0.02135 5.50955 3.11678
C 2.58936 -1.25978 0.57488
O -0.07940 0.77823 -1.63241
C 0.98772 1.45688 -1.29187
H -1.99317 2.18476 4.35352
Cl -2.68966 -1.33148 -4.07637
O -1.74056 -2.42037 -4.00798
C 2.95340 1.81416 0.12223
C 0.90811 2.90460 2.92082
H -2.68301 -5.62104 -0.08552
C -2.55011 -5.84294 -1.14572
H 2.68753 -1.82280 -0.35338
H 3.55849 1.50973 0.96892
N -0.94525 -3.96626 -1.60680
H -1.64235 -2.45159 0.75865
O -1.90266 -0.11206 -3.95608
C 1.31470 5.27209 2.82515
H 1.26437 1.88513 2.84084
H -0.39025 6.52448 3.19186
H 0.76603 2.86381 -2.87192
C -1.37013 1.99331 3.48013
S -2.58767 1.73841 2.13154
H -3.38060 -5.39886 -1.69712
C 2.48635 3.32815 -1.66700
C 1.77552 3.96901 2.72229
C 1.54027 -0.21551 0.43171
N -1.69051 -2.91306 -1.10959
H 1.52843 -5.35551 -2.86051
N 0.29923 -0.46381 0.75582
H 1.99221 6.10381 2.68053
S -2.83840 0.00784 -0.14793
C 1.82000 1.06141 -0.20263
N 0.67069 -5.08656 -2.41408
H -2.66670 -3.16802 -1.21090
H -1.93137 4.62892 3.53948
N -0.27938 -6.00320 -2.12175
H 2.81523 3.78215 2.48482
H 2.74091 4.21402 -2.23467
O -1.15139 -2.11927 1.55680
H 2.35016 -1.95914 1.37305
O -3.45759 -1.35188 -5.25056
C -0.42767 3.13422 3.22760
H -2.55949 -6.91906 -1.29297
C -0.88640 4.44621 3.31521
H -0.84262 1.05159 3.60510